Record 1
The following is a quantum chemistry calculation of a structure of composition C4H11NO4, from the Open Molecules 2025 dataset.

**Orbital gap**: 8.89 eV
**DFT total energy**: -14004.395 eV
**Largest force on an atom**: 0.0697 hartree/bohr
**E_HOMO**: -8.15 eV
**ΔE to the lowest compared entry with this formula, charge and spin**: 2.743 eV

XYZ file:
```
20
Properties=species:S:1:pos:R:3:mulliken_charge:R:1
C 0.4580 -0.5924 -0.6088 0.32
C 1.8551 -1.1848 -0.5289 -1.26
O -0.5254 -1.6161 -0.7581 -0.52
O 0.4479 0.2118 -1.7916 -0.62
H -0.3158 -2.1349 -1.5514 0.36
H -0.4105 0.6554 -1.8166 0.37
H -0.0005 -0.7857 1.2291 0.52
H 1.9297 -1.8490 0.3319 0.29
H 2.6035 -0.3975 -0.4355 0.33
H 2.0820 -1.7517 -1.4396 0.39
C -2.4041 0.5134 0.6482 -0.57
C -0.0461 0.8411 0.7449 0.65
N 0.8940 1.8336 0.7055 -0.56
O -1.2414 1.2845 0.2885 -0.39
O -0.0138 0.0659 1.8432 -0.61
H 1.0056 2.2882 -0.1898 0.27
H 1.7576 1.5909 1.1656 0.26
H -2.5056 0.4665 1.7318 0.27
H -2.3315 -0.4902 0.2252 0.27
H -3.2387 1.0512 0.2063 0.25
```

---

Record 2
The following is a quantum chemistry calculation of an isolated molecule of C3H4N2, from the Open Molecules 2025 dataset.

**Orbital gap**: 10.45 eV
**DFT total energy**: -6155.222 eV
**SMILES**: c1cn[nH]c1
**Largest force on an atom**: 0.0530 hartree/bohr
**E_HOMO**: -9.37 eV
**ΔE to the lowest compared entry with this formula, charge and spin**: 0.679 eV

XYZ file:
```
9
Properties=species:S:1:pos:R:3:mulliken_charge:R:1
C 0.8521 0.8580 -0.0029 -0.32
C 1.0311 -0.5429 -0.0227 -0.33
N -0.1563 -1.2292 0.0329 -0.71
N -1.0612 -0.2331 -0.0216 0.23
C -0.5269 1.0502 0.0036 -0.34
H 1.6015 1.5822 0.0844 0.39
H 1.9397 -1.0712 -0.0387 0.45
H -2.0614 -0.4543 0.0095 0.24
H -1.0953 1.9871 -0.0019 0.38
```

---

Record 3
The following is a quantum chemistry calculation of a cluster of 4 separate species, C2H10O3 in total, from the Open Molecules 2025 dataset.

**Orbital gap**: 10.77 eV
**DFT total energy**: -8377.259 eV
**SMILES**: C=C.O.O.O
**Largest force on an atom**: 0.0354 hartree/bohr
**E_HOMO**: -10.41 eV
**ΔE to the lowest compared entry with this formula, charge and spin**: 1.293 eV

XYZ file:
```
15
Properties=species:S:1:pos:R:3:mulliken_charge:R:1
C -0.2426 -1.9654 -1.0612 -0.36
C -0.4985 -2.4185 0.1609 -0.42
H -0.1074 -2.6351 -1.9075 0.22
H -0.3201 -0.9172 -1.3290 0.11
H -0.4193 -3.4649 0.4112 0.22
H -0.7352 -1.7062 0.9517 0.24
O 0.5050 2.1887 0.1728 -0.64
H -0.2612 2.3726 -0.3728 0.25
H 0.1036 1.8441 0.9782 0.36
O 2.3565 0.2433 0.4287 -0.65
H 2.1117 1.1481 0.1799 0.39
H 1.5047 -0.0924 0.7153 0.28
O -2.0248 1.0976 0.1926 -0.63
H -1.4053 1.2841 -0.5070 0.30
H -2.6901 0.3950 0.1198 0.31
```

---

Record 4
The following is a quantum chemistry calculation of a cluster of 5 separate species, H10O5 in total, from the Open Molecules 2025 dataset.

**Orbital gap**: 10.96 eV
**DFT total energy**: -10399.778 eV
**SMILES**: O.O.O.O.O
**Largest force on an atom**: 0.0132 hartree/bohr
**E_HOMO**: -10.70 eV
**ΔE to the lowest compared entry with this formula, charge and spin**: 1.072 eV

XYZ file:
```
15
Properties=species:S:1:pos:R:3:mulliken_charge:R:1
O 0.5180 2.2925 -0.5938 -0.71
H 0.9077 3.0374 -1.0514 0.33
H 0.6738 2.4722 0.3334 0.32
O 0.3704 -0.7218 -0.2870 -0.67
H 0.3039 0.2280 -0.3854 0.30
H -0.3000 -0.9436 0.3591 0.39
O -0.8583 -1.7520 1.9850 -0.63
H -1.1907 -1.3296 2.7770 0.29
H -0.7922 -2.6783 2.2167 0.29
O -1.8935 2.8784 -1.9727 -0.65
H -1.1388 2.4639 -1.5545 0.39
H -1.5135 3.4617 -2.6297 0.29
O 1.7903 -3.1821 -0.0888 -0.60
H 1.8455 -3.7837 0.6536 0.31
H 1.2775 -2.4431 0.2387 0.35
```